1.
{"formula": "C12H36Ba2NO9", "method": "ωB97M-V with the def2-TZVPD basis set", "species": ["Ba", "Ba", "N", "O", "O", "O", "C", "C", "O", "H", "H", "H", "H", "H", "H", "C", "C", "O", "H", "H", "H", "H", "H", "H", "C", "C", "O", "H", "H", "H", "H", "H", "H", "C", "C", "O", "H", "H", "H", "H", "H", "H", "C", "C", "O", "H", "H", "H", "H", "H", "H", "C", "C", "O", "H", "H", "H", "H", "H", "H"], "coordinates": [[-5.047, 0.291, 0.980], [1.085, -0.218, 5.691], [0.179, -0.055, 0.413], [0.922, 0.206, 1.342], [0.342, -1.064, -0.311], [-0.783, 0.614, 0.107], [6.469, -2.065, 2.873], [5.140, -2.808, 2.600], [4.306, -2.796, 3.802], [6.370, -0.982, 2.936], [7.115, -2.349, 2.042], [7.056, -2.220, 3.778], [5.421, -3.789, 2.216], [4.640, -2.231, 1.822], [3.846, -3.638, 3.794], [0.960, -6.280, 0.915], [0.728, -5.965, -0.624], [1.755, -5.146, -1.044], [0.059, -6.801, 1.236], [1.074, -5.347, 1.468], [1.721, -7.050, 1.045], [-0.122, -5.283, -0.649], [0.586, -6.861, -1.227], [1.445, -4.250, -0.890], [-3.102, 1.624, -4.345], [-4.349, 2.465, -4.216], [-4.928, 2.153, -2.989], [-3.202, 0.548, -4.206], [-2.295, 1.926, -3.678], [-2.690, 1.710, -5.351], [-5.076, 2.349, -5.020], [-4.135, 3.527, -4.328], [-5.721, 2.692, -2.937], [4.371, 4.093, 2.156], [4.641, 4.142, 3.602], [4.369, 2.870, 4.268], [3.320, 3.883, 1.957], [5.036, 3.341, 1.730], [4.657, 5.035, 1.689], [4.170, 4.960, 4.145], [5.694, 4.321, 3.820], [5.204, 2.570, 4.635], [-5.269, -5.049, -1.486], [-4.651, -3.984, -2.415], [-4.164, -2.868, -1.729], [-5.765, -5.918, -1.919], [-6.024, -4.681, -0.792], [-4.456, -5.505, -0.922], [-5.311, -3.696, -3.233], [-3.830, -4.499, -2.915], [-3.205, -2.878, -1.761], [-1.092, 7.089, -0.974], [-2.465, 6.420, -1.092], [-3.332, 7.131, -0.199], [-0.893, 7.266, 0.083], [-1.219, 8.132, -1.264], [-0.381, 6.421, -1.459], [-2.360, 5.340, -0.984], [-2.757, 6.636, -2.120], [-4.060, 6.520, -0.068]], "mulliken_charge": [1.9282, 1.9496, 0.9674, -0.6843, -0.5543, -0.6769, -1.0289, -0.1685, -0.5416, 0.2222, 0.3160, 0.3427, 0.3180, 0.2480, 0.3097, -0.8291, -0.2206, -0.5010, 0.3258, 0.1794, 0.2904, 0.1210, 0.3239, 0.3168, -1.0824, -0.1609, -0.5307, 0.2695, 0.2892, 0.3465, 0.3057, 0.2706, 0.3107, -0.8929, -0.3013, -0.5447, 0.2636, 0.2579, 0.3266, 0.2811, 0.2989, 0.3180, -0.9296, -0.2494, -0.5125, 0.3474, 0.2563, 0.2387, 0.2779, 0.2577, 0.3316, -1.0750, -0.1005, -0.4910, 0.2919, 0.2963, 0.3364, 0.2540, 0.2296, 0.2609], "max_force_ev_per_a": 4.4, "total_charge": 3, "e_above_lowest_kcal_mol": 227.00, "homo_lumo_gap_ev": 3.74, "spin_multiplicity": 1}

***

2.
{"formula": "C12H36Br4HfO16P4", "method": "ωB97M-V with the def2-TZVPD basis set", "species": ["Hf", "Br", "Br", "Br", "Br", "C", "O", "P", "O", "O", "C", "O", "C", "H", "H", "H", "H", "H", "H", "H", "H", "H", "C", "O", "P", "O", "O", "C", "O", "C", "H", "H", "H", "H", "H", "H", "H", "H", "H", "C", "O", "P", "O", "O", "C", "O", "C", "H", "H", "H", "H", "H", "H", "H", "H", "H", "C", "O", "P", "O", "O", "C", "O", "C", "H", "H", "H", "H", "H", "H", "H", "H", "H"], "coordinates": [[29.690, 1.184, 21.717], [28.562, 0.037, 19.412], [31.942, -0.473, 21.679], [27.228, 1.768, 23.058], [30.920, 3.570, 22.728], [27.212, -4.229, 21.637], [28.049, -3.070, 21.525], [28.339, -2.174, 22.744], [28.860, -0.874, 22.359], [27.001, -2.105, 23.527], [26.980, -1.746, 24.924], [29.294, -2.995, 23.688], [30.532, -3.482, 23.129], [27.733, -5.065, 21.175], [26.298, -4.060, 21.068], [26.935, -4.432, 22.668], [26.628, -2.606, 25.488], [26.253, -0.942, 25.036], [27.947, -1.371, 25.254], [30.639, -3.229, 22.077], [30.559, -4.570, 23.213], [31.349, -3.068, 23.710], [31.712, 5.092, 19.313], [31.533, 3.933, 18.483], [31.918, 2.521, 19.003], [31.043, 1.954, 20.018], [31.951, 1.718, 17.673], [32.037, 0.282, 17.807], [33.390, 2.602, 19.555], [34.439, 3.128, 18.737], [32.290, 4.873, 20.208], [30.727, 5.449, 19.617], [32.163, 5.874, 18.705], [32.734, -0.084, 17.057], [31.053, -0.152, 17.638], [32.360, -0.035, 18.800], [34.042, 3.763, 17.944], [35.024, 2.309, 18.325], [35.073, 3.739, 19.378], [28.427, 3.408, 17.383], [28.527, 4.360, 18.452], [27.984, 4.034, 19.860], [28.635, 2.944, 20.568], [28.128, 5.432, 20.548], [28.102, 5.521, 21.981], [26.460, 3.767, 19.607], [25.467, 3.998, 20.614], [27.757, 2.587, 17.644], [29.409, 3.008, 17.150], [28.004, 3.922, 16.522], [27.140, 5.916, 22.310], [28.860, 6.243, 22.287], [28.334, 4.572, 22.463], [24.667, 3.278, 20.446], [25.025, 4.987, 20.500], [25.864, 3.816, 21.610], [32.629, 1.551, 26.762], [32.021, 1.259, 25.490], [30.502, 0.999, 25.332], [30.084, 0.807, 23.957], [30.148, -0.246, 26.243], [30.938, -1.431, 26.165], [29.807, 2.171, 26.053], [28.491, 2.068, 26.626], [33.287, 2.401, 26.616], [33.197, 0.682, 27.084], [31.874, 1.808, 27.503], [31.662, -1.395, 25.346], [30.298, -2.294, 25.994], [31.496, -1.562, 27.093], [27.989, 3.013, 26.430], [28.588, 1.901, 27.695], [27.901, 1.302, 26.124]], "mulliken_charge": [-1.7371, -0.6988, -0.6932, -0.7161, -0.6617, -0.7991, -0.2316, -0.4499, 1.1424, -0.3007, -0.2935, -0.2194, -0.6989, 0.2845, 0.2547, 0.3508, 0.3140, 0.2336, -0.0319, 0.3414, 0.2786, 0.1792, -0.5987, -0.2298, -0.4018, 2.1272, -0.3432, -0.5935, -0.1257, -0.8386, 0.3676, 0.0393, 0.2516, 0.3158, 0.2055, 0.2019, 0.3778, 0.2678, 0.2463, -0.5797, -0.3644, -0.5407, 2.1310, -0.2800, -0.3834, -0.1999, -0.4632, 0.2802, 0.1499, 0.2608, 0.2558, 0.2158, 0.0302, 0.2100, 0.2406, 0.1266, -0.7881, -0.2111, -0.7009, 2.8353, -0.2952, -0.7964, -0.1784, -0.5095, 0.2539, 0.2790, 0.3315, 0.3145, 0.3022, 0.3116, 0.2273, 0.2716, 0.1460], "max_force_ev_per_a": 1.9, "total_charge": 0, "e_above_lowest_kcal_mol": 0.00, "homo_lumo_gap_ev": 8.66, "spin_multiplicity": 1}

***

3.
{"formula": "C12H36ClO6", "method": "ωB97M-V with the def2-TZVPD basis set", "species": ["Cl", "C", "C", "O", "H", "H", "H", "H", "H", "H", "C", "C", "O", "H", "H", "H", "H", "H", "H", "C", "C", "O", "H", "H", "H", "H", "H", "H", "C", "C", "O", "H", "H", "H", "H", "H", "H", "C", "C", "O", "H", "H", "H", "H", "H", "H", "C", "C", "O", "H", "H", "H", "H", "H", "H"], "coordinates": [[-0.948, -0.403, 0.597], [0.131, 1.997, 5.423], [-0.457, 1.907, 3.956], [-0.959, 0.610, 3.757], [0.821, 1.186, 5.656], [-0.715, 1.872, 6.100], [0.543, 2.979, 5.656], [0.427, 2.120, 3.355], [-1.242, 2.643, 3.781], [-0.972, 0.464, 2.808], [-2.261, -0.126, -4.501], [-1.643, 0.148, -3.121], [-2.715, 0.037, -2.158], [-1.463, -0.184, -5.242], [-2.890, 0.731, -4.739], [-2.886, -1.015, -4.591], [-1.189, 1.131, -3.001], [-0.871, -0.552, -2.804], [-2.248, 0.089, -1.321], [-3.478, -4.585, -1.256], [-2.599, -3.394, -1.024], [-2.316, -3.239, 0.356], [-3.225, -5.537, -0.790], [-3.555, -4.784, -2.325], [-4.481, -4.293, -0.944], [-3.108, -2.541, -1.475], [-1.641, -3.530, -1.525], [-1.890, -2.382, 0.438], [0.712, 3.671, -1.148], [-0.577, 3.677, -0.368], [-1.357, 2.627, -0.925], [1.321, 4.530, -0.869], [0.434, 3.738, -2.200], [1.309, 2.782, -0.945], [-1.061, 4.653, -0.400], [-0.390, 3.400, 0.669], [-1.211, 1.831, -0.409], [3.641, 0.778, 2.782], [2.328, 0.203, 2.305], [1.817, 1.093, 1.371], [4.273, 0.905, 1.903], [4.196, 0.150, 3.479], [3.516, 1.715, 3.325], [1.563, 0.141, 3.079], [2.446, -0.794, 1.881], [0.995, 0.700, 1.068], [3.394, -2.266, -2.303], [2.493, -1.522, -1.365], [1.234, -2.169, -1.432], [4.305, -1.702, -2.506], [2.973, -2.359, -3.304], [3.585, -3.271, -1.926], [2.401, -0.449, -1.536], [2.932, -1.682, -0.380], [0.558, -1.726, -0.914]], "mulliken_charge": [-0.7122, -1.3018, 0.0585, -0.5273, 0.3045, 0.3566, 0.3540, 0.1375, 0.3489, 0.2291, -1.3065, 0.5151, -0.4036, 0.3702, 0.3219, 0.3222, 0.2347, 0.1081, 0.1368, -1.3617, 0.3625, -0.3454, 0.3557, 0.3688, 0.3242, 0.1819, 0.2145, 0.2059, -0.8569, 0.0335, -0.4174, 0.4035, 0.2988, 0.0821, 0.3043, -0.0223, 0.2522, -1.4546, 0.2433, -0.2910, 0.3182, 0.3998, 0.3092, 0.2526, 0.2071, 0.0504, -1.4068, 0.4112, -0.4574, 0.3989, 0.3393, 0.2973, 0.1780, 0.0333, 0.2404], "max_force_ev_per_a": 2.5, "total_charge": 0, "e_above_lowest_kcal_mol": 0.00, "homo_lumo_gap_ev": [10.35, 3.60], "spin_multiplicity": 2}

***

4.
{"formula": "C12H36K3O16P", "method": "ωB97M-V with the def2-TZVPD basis set", "species": ["K", "K", "K", "P", "O", "O", "O", "O", "C", "C", "O", "O", "H", "H", "H", "H", "H", "H", "C", "C", "O", "O", "H", "H", "H", "H", "H", "H", "C", "C", "O", "O", "H", "H", "H", "H", "H", "H", "C", "C", "O", "O", "H", "H", "H", "H", "H", "H", "C", "C", "O", "O", "H", "H", "H", "H", "H", "H", "C", "C", "O", "O", "H", "H", "H", "H", "H", "H"], "coordinates": [[0.652, -3.610, -0.609], [1.784, -2.017, 2.620], [2.716, -1.747, -2.672], [0.313, -0.417, 0.067], [1.555, -1.332, -0.079], [-0.884, -1.043, -0.670], [0.469, 1.053, -0.267], [-0.049, -0.570, 1.588], [0.843, 4.456, 0.449], [0.951, 4.288, -1.052], [1.781, 3.182, -1.412], [-0.001, 3.419, 0.994], [0.333, 5.391, 0.673], [1.819, 4.313, 0.919], [1.455, 5.142, -1.517], [-0.022, 4.135, -1.524], [1.413, 2.344, -1.035], [0.359, 2.572, 0.649], [-3.881, -2.016, -2.057], [-2.873, -2.808, -2.893], [-1.541, -2.904, -2.410], [-3.506, -0.732, -1.695], [-4.163, -2.645, -1.194], [-4.765, -1.962, -2.699], [-2.823, -2.405, -3.915], [-3.245, -3.830, -3.033], [-1.380, -2.096, -1.850], [-2.636, -0.719, -1.256], [-1.918, -3.831, 1.801], [-2.962, -2.812, 2.228], [-2.983, -1.629, 1.460], [-0.582, -3.338, 1.877], [-2.146, -4.065, 0.755], [-1.992, -4.688, 2.463], [-2.797, -2.521, 3.273], [-3.930, -3.289, 2.063], [-2.147, -1.319, 1.070], [-0.596, -2.388, 1.614], [-0.741, 0.424, -3.944], [-0.898, 1.826, -3.365], [-1.557, 1.843, -2.123], [0.258, -0.297, -3.241], [-0.378, 0.575, -4.969], [-1.711, -0.077, -3.987], [-1.445, 2.445, -4.084], [0.111, 2.265, -3.300], [-0.925, 1.628, -1.412], [-0.103, -0.334, -2.329], [0.943, 1.646, 3.824], [-0.054, 0.896, 4.714], [-1.272, 0.525, 4.053], [1.686, 0.796, 2.968], [1.503, 2.384, 4.402], [0.287, 2.309, 3.228], [-0.347, 1.511, 5.565], [0.446, -0.026, 5.083], [-1.032, 0.043, 3.238], [0.946, 0.498, 2.353], [4.322, 0.085, 0.866], [4.658, 0.516, -0.547], [3.519, 0.635, -1.422], [3.959, -1.277, 0.884], [3.587, 0.721, 1.365], [5.278, 0.134, 1.396], [5.364, -0.219, -0.951], [5.172, 1.486, -0.587], [2.745, 0.876, -0.887], [3.059, -1.398, 0.488]], "mulliken_charge": [1.0526, 1.0533, 1.0412, -1.7868, -0.7255, 0.7139, 1.8448, -0.6884, -0.3944, -0.2859, -0.6008, -0.5710, 0.3953, 0.2056, 0.3781, 0.1408, 0.3038, 0.2085, -0.3634, -0.6045, -0.6098, -0.5265, 0.1279, 0.3778, 0.2467, 0.4170, 0.2191, 0.3163, -0.3162, -0.5428, -0.5487, -0.5520, 0.0902, 0.4033, 0.2611, 0.3928, 0.1652, 0.1016, -0.3379, -0.4928, -0.6233, -0.3829, 0.4125, 0.0026, 0.4878, 0.1480, 0.2165, -0.0022, -0.3501, -0.3397, -0.6039, -0.3689, 0.4348, 0.2518, 0.4107, 0.0457, 0.3240, -0.1427, -0.1552, -0.5824, -0.5392, -0.7092, 0.1527, 0.4099, 0.2952, 0.3077, 0.0042, 0.3863], "max_force_ev_per_a": 3.3, "total_charge": 0, "e_above_lowest_kcal_mol": 27.56, "homo_lumo_gap_ev": 6.92, "spin_multiplicity": 1}